Record 1
Molecular formula: C23H26N2O3S
Method: DFT, wB97M-V/def2-TZVPD

Computed properties:
SMILES: CCOC(=O)C1=C(CSCc2ccccc2)NC(=O)N[C@@H]1c1cc(C)ccc1C
energy relative to the best compared isomer or geometry (same formula, charge and spin): 0.0 kJ/mol
molecular weight: 410.5 g mol⁻¹
HOMO-LUMO gap: 0.330 Eh

```
! RIJCOSX wB97M-V def2-TZVPD def2/J DEFGRID3
* xyz 0 1
C 2.63584 -3.89664 0.91324
C 1.69647 -3.10115 0.01750
O 1.65368 -1.72753 0.39213
C 0.79587 -1.38292 1.36603
O 0.08459 -2.19948 1.91942
C 0.84794 0.04979 1.64613
C 0.17212 0.63194 2.66855
C -0.78183 -0.05512 3.58363
S -2.51835 0.37996 3.17158
C -2.98645 -0.94444 1.98716
C -3.00172 -0.48606 0.56498
C -3.87261 0.52130 0.16523
C -3.92208 0.91963 -1.15741
C -3.09876 0.31842 -2.09512
C -2.21673 -0.67263 -1.70205
C -2.16975 -1.07332 -0.37890
N 0.32943 1.96617 2.92992
C 1.25100 2.79562 2.30286
O 1.38153 3.95171 2.63654
N 1.99370 2.19146 1.35583
C 1.78254 0.87292 0.78183
C 1.32792 0.96929 -0.66901
C 2.13154 0.36011 -1.62733
C 1.83436 0.39967 -2.97867
C 2.70874 -0.27696 -3.99072
C 0.70362 1.10172 -3.37628
C -0.09350 1.72216 -2.43751
C 0.18656 1.66364 -1.07550
C -0.74308 2.35553 -0.12664
H 2.26451 -3.89231 1.93511
H 2.69173 -4.92336 0.56320
H 3.63168 -3.46016 0.89749
H 0.68576 -3.51943 0.06885
H 2.04391 -3.09915 -1.01805
H -0.64214 0.29512 4.60706
H -0.68417 -1.13567 3.53569
H -3.98671 -1.24790 2.30145
H -2.28931 -1.76504 2.13794
H -4.50871 0.99113 0.90195
H -4.60867 1.69771 -1.45828
H -3.14432 0.62161 -3.13067
H -1.56388 -1.13625 -2.42670
H -1.49257 -1.85713 -0.07615
H -0.23161 2.39491 3.65261
H 2.63990 2.79015 0.86406
H 2.75927 0.36497 0.77466
H 3.01509 -0.17070 -1.30190
H 3.51896 -0.81708 -3.50756
H 2.12751 -0.97913 -4.58708
H 3.13901 0.45766 -4.67069
H 0.45081 1.16240 -4.42520
H -0.96564 2.26998 -2.76311
H -1.61514 2.72290 -0.66175
H -0.25897 3.20514 0.35279
H -1.08885 1.67486 0.64683
*
```



Record 2
Molecular formula: C23H26N4O2PbS5
Method: DFT, wB97M-V/def2-TZVPD

Computed properties:
energy relative to the best compared isomer or geometry (same formula, charge and spin): 20.0 kJ/mol
molecular weight: 758.0 g mol⁻¹
HOMO-LUMO gap: 0.202 Eh

```
! RIJCOSX wB97M-V def2-TZVPD def2/J DEFGRID3
* xyz -2 1
Pb 0.28662 0.90367 -0.11930
O 1.22212 0.76837 2.19740
C 1.65672 -0.11353 2.98070
C 1.72772 0.18297 4.38500
C 2.19672 -0.69973 5.31360
C 2.64782 -1.96653 4.92640
C 2.60202 -2.29863 3.59640
C 2.11332 -1.43163 2.60750
C 2.10162 -1.95383 1.27790
N 1.62132 -1.43203 0.22190
C 1.68042 -2.16653 -1.00100
C 2.19882 -1.28383 -2.14430
N 1.23032 -0.28053 -2.43600
C 0.93502 0.00887 -3.63750
C -0.03318 0.99667 -4.00510
C 0.08562 1.64577 -5.23730
C -0.70228 2.72517 -5.56080
C -1.63768 3.18407 -4.62960
C -1.84508 2.51197 -3.45810
C -1.08808 1.35997 -3.09510
O -1.37718 0.68017 -2.06230
H 1.38202 1.16367 4.67960
H 2.22942 -0.43043 6.36360
H 3.01952 -2.66783 5.66300
H 2.95852 -3.27713 3.28460
H 2.55682 -2.96403 1.19860
H 0.66252 -2.47483 -1.26660
H 2.31232 -3.07313 -0.90600
H 2.42252 -1.91593 -3.02790
H 3.13072 -0.79753 -1.82760
H 1.47452 -0.48813 -4.47530
H 0.86552 1.32877 -5.92600
H -0.57208 3.24057 -6.50470
H -2.20948 4.08107 -4.84330
H -2.55358 2.87307 -2.72700
N -1.57428 -0.24783 1.58290
C -1.54788 -1.53383 2.24880
C -1.38618 -2.69883 1.27220
C -2.62608 -3.06713 0.45820
C -2.87258 -2.20733 -0.79050
N -1.74258 -2.28143 -1.71650
H -1.40338 0.50487 2.23850
H -2.45058 -0.05623 1.11200
H -2.44418 -1.70273 2.87790
H -0.67348 -1.53333 2.90820
H -1.08528 -3.57543 1.85650
H -0.58268 -2.44213 0.58920
H -3.51518 -3.01923 1.09480
H -2.51328 -4.10133 0.11990
H -3.06468 -1.17043 -0.50640
H -3.78248 -2.59833 -1.26670
H -1.27558 -1.37063 -1.71740
H -2.07598 -2.41203 -2.66700
S 0.26202 7.83637 2.90900
C 0.21562 6.39877 2.09370
S 1.51932 5.77137 1.13930
C 0.77332 4.24777 0.65760
C -0.49558 4.05087 1.10780
S -1.54358 2.72807 0.80220
S -1.15518 5.33817 2.11590
S 1.73832 3.20317 -0.32550
*
```



Record 3
Molecular formula: C23H26N4O2S
Method: DFT, wB97M-V/def2-TZVPD

Computed properties:
SMILES: Cc1cccc(C(=O)N2CCN(Cc3nc4sc5c(c4c(=O)[nH]3)CCCC5)CC2)c1
energy relative to the best compared isomer or geometry (same formula, charge and spin): 41.6 kJ/mol
molecular weight: 422.6 g mol⁻¹
HOMO-LUMO gap: 0.315 Eh

```
! RIJCOSX wB97M-V def2-TZVPD def2/J DEFGRID3
* xyz 0 1
C -7.59151 -1.09337 0.04000
C -6.12736 -1.40837 -0.00283
C -5.62916 -2.58634 0.53779
C -4.27380 -2.86719 0.49439
C -3.39285 -1.96757 -0.07644
C -3.87571 -0.77693 -0.61098
C -2.96426 0.17634 -1.31520
O -3.12089 0.44884 -2.49320
N -1.93714 0.68026 -0.58808
C -1.82071 0.63682 0.85187
C -1.98395 2.05767 1.41954
N -1.09466 3.03448 0.82821
C 0.22547 3.17679 1.40297
C 1.26430 2.17164 0.96630
N 1.25875 0.98166 1.47020
C 2.18403 0.12173 0.99643
S 2.29203 -1.51778 1.53251
C 3.63985 -1.79686 0.45652
C 3.97353 -0.69726 -0.26919
C 3.14110 0.41672 0.03189
C 3.16686 1.74480 -0.52938
O 3.91230 2.19389 -1.37324
N 2.16341 2.55975 0.02052
C 5.10143 -0.69032 -1.24853
C 5.51173 -2.11830 -1.60172
C 5.66618 -2.95613 -0.33415
C 4.31355 -3.12116 0.36251
C -1.17619 3.00306 -0.61905
C -1.00682 1.59727 -1.21291
C -5.23738 -0.51322 -0.58317
H -7.79074 -0.34228 0.80493
H -8.17461 -1.98082 0.27283
H -7.92432 -0.69244 -0.91511
H -6.30858 -3.29561 0.98863
H -3.90311 -3.79423 0.90670
H -2.33656 -2.18929 -0.12188
H -0.83471 0.24754 1.12512
H -2.59041 -0.01106 1.26951
H -3.00642 2.39804 1.21691
H -1.83043 2.04022 2.49871
H 0.11950 3.10702 2.48755
H 0.58419 4.18226 1.15221
H 2.13662 3.50715 -0.33872
H 4.80662 -0.13137 -2.13796
H 5.94559 -0.15460 -0.80365
H 6.44996 -2.10293 -2.15787
H 4.74919 -2.57023 -2.23949
H 6.07302 -3.93906 -0.57616
H 6.36387 -2.45818 0.34212
H 4.44184 -3.55200 1.35812
H 3.68235 -3.80922 -0.21010
H -2.17129 3.37104 -0.89236
H -0.43370 3.68292 -1.04022
H 0.01109 1.22454 -1.05628
H -1.22251 1.60971 -2.28294
H -5.60388 0.40204 -1.02541
*
```



Record 4
Molecular formula: C23H26N4O3
Method: DFT, wB97M-V/def2-TZVPD

Computed properties:
SMILES: COc1ccc(N2CCN(C(=O)CCc3nc(-c4ccc(C)cc4)no3)CC2)cc1
energy relative to the best compared isomer or geometry (same formula, charge and spin): 285.5 kJ/mol
molecular weight: 406.5 g mol⁻¹
HOMO-LUMO gap: 0.303 Eh

```
! RIJCOSX wB97M-V def2-TZVPD def2/J DEFGRID3
* xyz 0 1
C 8.53435 2.81985 -0.37238
O 7.75298 2.34330 0.69362
C 6.64354 1.59916 0.40174
C 6.21127 1.27080 -0.87752
C 5.07644 0.50116 -1.05192
C 4.32751 0.04584 0.03224
N 3.22272 -0.77923 -0.19706
C 2.18816 -0.33028 -1.10805
C 1.47892 -1.54590 -1.70461
N 0.93505 -2.35873 -0.63459
C -0.40436 -2.48017 -0.50284
O -1.17520 -2.01417 -1.32014
C -0.90725 -3.26019 0.70984
C -2.43410 -3.27357 0.70428
C -2.97259 -1.89200 0.73253
N -4.12869 -1.49247 0.31176
C -4.12415 -0.15363 0.60243
C -5.23779 0.72162 0.30397
C -5.19627 2.07020 0.65275
C -6.26890 2.88857 0.36434
C -7.40013 2.38839 -0.27427
C -8.56795 3.28155 -0.56116
C -7.43150 1.04190 -0.61936
C -6.36483 0.21236 -0.33578
N -3.01593 0.22782 1.18472
O -2.25699 -0.89986 1.28009
C 1.95201 -2.77354 0.30008
C 2.66110 -1.54477 0.89033
C 4.76666 0.38876 1.31268
C 5.90545 1.14496 1.49204
H 9.35004 3.37755 0.08547
H 7.96256 3.48828 -1.02502
H 8.94860 1.99904 -0.96775
H 6.75428 1.59753 -1.75053
H 4.77846 0.23859 -2.05579
H 2.62569 0.27210 -1.90203
H 1.44372 0.28548 -0.57578
H 0.65282 -1.23741 -2.34618
H 2.19126 -2.14693 -2.27937
H -0.55164 -2.77859 1.62255
H -0.52960 -4.28363 0.67380
H -2.81655 -3.75474 -0.19614
H -2.81103 -3.81727 1.57477
H -4.31733 2.45501 1.14580
H -6.23330 3.93423 0.63579
H -9.16124 2.89424 -1.38597
H -9.21095 3.34516 0.31759
H -8.23543 4.28810 -0.80520
H -8.30311 0.64132 -1.11745
H -6.38373 -0.83233 -0.60426
H 1.53216 -3.38080 1.09849
H 2.69227 -3.37188 -0.24474
H 3.46394 -1.88593 1.54506
H 1.93545 -0.95901 1.47987
H 4.21262 0.07687 2.18412
H 6.24053 1.40728 2.48318
*
```



Repeat the first record exactly.
Molecular formula: C23H26N2O3S
Method: DFT, wB97M-V/def2-TZVPD

Computed properties:
SMILES: CCOC(=O)C1=C(CSCc2ccccc2)NC(=O)N[C@@H]1c1cc(C)ccc1C
energy relative to the best compared isomer or geometry (same formula, charge and spin): 0.0 kJ/mol
molecular weight: 410.5 g mol⁻¹
HOMO-LUMO gap: 0.330 Eh

```
! RIJCOSX wB97M-V def2-TZVPD def2/J DEFGRID3
* xyz 0 1
C 2.63584 -3.89664 0.91324
C 1.69647 -3.10115 0.01750
O 1.65368 -1.72753 0.39213
C 0.79587 -1.38292 1.36603
O 0.08459 -2.19948 1.91942
C 0.84794 0.04979 1.64613
C 0.17212 0.63194 2.66855
C -0.78183 -0.05512 3.58363
S -2.51835 0.37996 3.17158
C -2.98645 -0.94444 1.98716
C -3.00172 -0.48606 0.56498
C -3.87261 0.52130 0.16523
C -3.92208 0.91963 -1.15741
C -3.09876 0.31842 -2.09512
C -2.21673 -0.67263 -1.70205
C -2.16975 -1.07332 -0.37890
N 0.32943 1.96617 2.92992
C 1.25100 2.79562 2.30286
O 1.38153 3.95171 2.63654
N 1.99370 2.19146 1.35583
C 1.78254 0.87292 0.78183
C 1.32792 0.96929 -0.66901
C 2.13154 0.36011 -1.62733
C 1.83436 0.39967 -2.97867
C 2.70874 -0.27696 -3.99072
C 0.70362 1.10172 -3.37628
C -0.09350 1.72216 -2.43751
C 0.18656 1.66364 -1.07550
C -0.74308 2.35553 -0.12664
H 2.26451 -3.89231 1.93511
H 2.69173 -4.92336 0.56320
H 3.63168 -3.46016 0.89749
H 0.68576 -3.51943 0.06885
H 2.04391 -3.09915 -1.01805
H -0.64214 0.29512 4.60706
H -0.68417 -1.13567 3.53569
H -3.98671 -1.24790 2.30145
H -2.28931 -1.76504 2.13794
H -4.50871 0.99113 0.90195
H -4.60867 1.69771 -1.45828
H -3.14432 0.62161 -3.13067
H -1.56388 -1.13625 -2.42670
H -1.49257 -1.85713 -0.07615
H -0.23161 2.39491 3.65261
H 2.63990 2.79015 0.86406
H 2.75927 0.36497 0.77466
H 3.01509 -0.17070 -1.30190
H 3.51896 -0.81708 -3.50756
H 2.12751 -0.97913 -4.58708
H 3.13901 0.45766 -4.67069
H 0.45081 1.16240 -4.42520
H -0.96564 2.26998 -2.76311
H -1.61514 2.72290 -0.66175
H -0.25897 3.20514 0.35279
H -1.08885 1.67486 0.64683
*
```



> Among the records above, which one has the highest energy relative to the best compared isomer or geometry (same formula, charge and spin)?

C23H26N4O3



> energy relative to the best compared isomer or geometry (same formula, charge and spin) of number 2 (C23H26N4O2PbS5)?

20.0 kJ/mol